No. 1
24
Properties=species:S:1:pos:R:3 method="wB97M-V/def2-TZVPD" charge=0 homo_lumo_gap_ha=0.340 homo_ev=-9.1 smiles="O=c1cc[nH]c(=O)[nH]1.c1ccccc1"
O 0.631 2.267 -0.155
C 1.489 1.415 0.094
C 1.765 1.017 1.446
C 2.104 -0.334 1.657
N 2.774 -1.041 0.646
C 2.831 -0.482 -0.586
O 3.429 -1.147 -1.420
N 2.228 0.725 -0.902
H 1.538 1.782 2.198
H 2.106 -1.189 2.514
H 3.387 -1.894 0.873
H 2.110 0.974 -1.941
C -2.191 -1.036 -1.003
C -2.231 -1.623 0.346
C -3.101 -0.861 1.168
C -3.746 0.385 0.790
C -3.787 0.720 -0.580
C -2.939 0.074 -1.472
H -1.496 -1.703 -1.653
H -1.696 -2.570 0.545
H -3.015 -0.941 2.280
H -4.164 0.951 1.671
H -4.461 1.556 -0.701
H -2.965 0.625 -2.548

=====

No. 2
24
Properties=species:S:1:pos:R:3 method="wB97M-V/def2-TZVPD" charge=0 homo_lumo_gap_ha=0.270 homo_ev=-7.2
C -2.728 1.368 -0.596
C -1.954 1.332 0.483
C -1.771 0.169 1.127
C -2.471 -1.015 0.539
C -3.415 -0.972 -0.469
C -3.431 0.304 -1.145
C 2.681 0.963 -0.046
C 3.528 -0.154 -0.365
C 3.034 -1.406 -0.442
C 0.755 -0.687 0.186
H -2.882 2.397 -0.922
H -1.578 2.374 0.708
H -1.392 -0.040 2.215
H -2.777 -1.842 1.414
H -4.158 -1.678 -0.600
H -4.266 0.456 -1.843
H 0.875 1.374 0.689
H 4.623 0.134 -0.437
H 3.662 -2.273 -0.552
H 1.379 -2.648 -0.143
N 1.405 0.539 0.342
N 1.700 -1.642 -0.276
O 2.860 2.155 -0.057
O -0.434 -0.898 0.480

=====

No. 3
30
Properties=species:S:1:pos:R:3 method="wB97M-V/def2-TZVPD" charge=-2 s2=0.765 homo_lumo_gap_ha="0.143 / 0.144" homo_ev="0.8 / 0.7" multiplicity=2
V 0.148 0.448 0.136
O 2.169 -0.552 3.577
C 1.821 -0.289 2.263
O 0.554 0.018 2.069
C 2.689 -0.326 1.227
C 4.058 -0.776 1.100
C 4.582 -1.003 -0.125
C 3.794 -0.829 -1.335
C 2.545 -0.315 -1.179
N 2.035 0.034 0.018
C 1.525 -0.128 -2.290
O 1.833 -0.225 -3.473
O 0.331 0.121 -1.845
H 1.306 -0.633 4.002
H 4.637 -0.956 1.999
H 5.606 -1.356 -0.210
H 4.157 -1.103 -2.314
C -3.475 -0.632 1.292
S -2.685 0.583 0.210
C -3.111 -0.083 -1.413
H -3.270 -1.635 0.935
H -4.554 -0.469 1.326
H -3.060 -0.529 2.294
H -4.192 -0.079 -1.562
H -2.714 -1.096 -1.478
H -2.622 0.521 -2.174
O -0.074 2.041 0.186
Se -1.570 -4.594 0.206
C -0.907 -2.903 0.118
N -0.575 -1.794 0.139

=====

No. 4
24
Properties=species:S:1:pos:R:3 method="wB97M-V/def2-TZVPD" charge=0 homo_lumo_gap_ha=0.322 homo_ev=-8.6
C 3.317 -0.360 -0.041
C 2.779 -1.452 -0.694
C 2.489 0.701 0.312
C 1.444 -1.518 -0.998
C 1.173 0.638 -0.043
C 0.614 -0.485 -0.642
C -1.593 0.090 -0.521
C 0.256 1.803 0.137
C -1.200 1.708 -0.044
C -2.755 -1.744 1.082
N -0.713 -0.716 -0.858
N -0.393 2.333 -1.063
O -3.719 0.735 0.879
S -3.340 -0.381 -0.054
H 4.388 -0.356 0.171
H 3.503 -2.279 -0.978
H 2.808 1.505 0.951
H 0.938 -2.302 -1.586
H 0.541 2.487 0.852
H -1.950 2.213 0.405
H -2.574 -2.626 0.546
H -3.652 -1.827 1.827
H -1.903 -1.461 1.545
H -0.457 3.292 -1.185

=====

We obtain energy relative to the best compared isomer or geometry (same formula, charge and spin) values of 3.451 5.020 0.599 4.503 eV for the records listed above, in that order.